Density functional theory data (ωB97M-V/def2-TZVPD) for a cluster of 8 separate species, C27H74N10O12 in total at a distorted geometry.

Calculated values
multiplicity: 2
E_LUMO (spin up / spin down): -2.248 / -7.552 eV
gap between HOMO and LUMO (spin up / spin down): 7.38 / 2.07 eV
total energy: -2523.03365 a.u.
total charge: +1

Geometry as XYZ:
```
123
Properties=species:S:1:pos:R:3:lowdin_spin:R:1
C 0.229 1.613 -4.780 0.000
O -0.155 1.821 -3.613 0.000
N 1.302 0.959 -5.055 0.000
N -0.375 2.006 -5.878 0.000
H 1.659 0.938 -5.999 0.000
H 1.846 0.436 -4.384 0.000
H -1.099 2.677 -5.663 0.000
H -0.090 1.681 -6.791 0.000
C -2.513 4.357 -3.372 0.000
O -2.359 4.432 -4.593 0.000
N -1.868 3.557 -2.584 0.000
N -3.340 5.079 -2.654 0.000
H -1.325 2.892 -3.116 0.000
H -2.027 3.507 -1.588 0.000
H -3.829 5.899 -2.985 0.000
H -3.569 4.630 -1.778 0.000
C 4.808 -0.018 -2.902 0.000
O 4.310 -1.030 -3.210 0.000
N 6.000 0.410 -3.140 0.000
N 4.207 0.712 -1.993 0.000
H 6.648 -0.143 -3.682 0.000
H 6.367 1.320 -2.904 0.000
H 3.465 0.212 -1.524 0.000
H 4.554 1.566 -1.581 0.000
C -1.314 0.961 0.903 0.000
O -1.552 0.389 2.172 0.000
C -0.830 1.107 3.202 0.000
C -0.619 0.188 4.495 0.000
N -1.824 0.017 5.456 0.000
C -3.077 -0.556 4.861 0.000
C -4.294 -0.482 5.845 0.000
O -4.357 -1.544 6.774 0.000
C -5.237 -1.369 7.829 0.000
H -2.091 0.821 0.152 0.000
H -0.498 0.371 0.485 0.000
H -1.189 2.043 0.943 0.000
H -1.138 2.132 3.409 0.000
H 0.172 1.212 2.787 0.000
H 0.119 0.493 5.236 0.000
H -0.294 -0.784 4.124 0.000
H -1.515 -0.508 6.262 0.000
H -2.908 -1.561 4.474 0.000
H -3.302 0.035 3.973 0.000
H -5.117 -0.648 5.150 0.000
H -4.346 0.526 6.257 0.000
H -5.305 -2.331 8.337 0.000
H -6.253 -1.005 7.674 0.000
H -4.746 -0.621 8.452 0.000
C 1.398 -2.752 -1.058 0.000
O 1.946 -3.637 -0.060 0.000
C 3.104 -3.178 0.679 0.000
C 3.485 -4.222 1.741 0.000
N 3.745 -5.509 1.027 0.000
C 5.169 -5.662 0.633 0.000
C 5.383 -6.864 -0.271 0.000
O 4.636 -6.730 -1.517 0.000
C 5.287 -7.345 -2.697 0.000
H 0.532 -3.232 -1.513 0.000
H 2.149 -2.741 -1.849 0.000
H 1.084 -1.762 -0.726 0.000
H 2.814 -2.329 1.299 0.000
H 3.941 -2.840 0.067 0.000
H 2.613 -4.208 2.394 0.000
H 4.301 -4.009 2.431 0.000
H 3.195 -5.571 0.183 0.000
H 5.751 -5.814 1.542 0.000
H 5.529 -4.785 0.095 0.000
H 5.076 -7.720 0.330 0.000
H 6.443 -6.985 -0.497 0.000
H 5.302 -8.435 -2.700 0.000
H 6.313 -6.991 -2.791 0.000
H 4.880 -6.873 -3.592 0.000
C 5.215 1.296 1.398 0.000
O 4.229 2.126 0.829 0.000
C 2.994 1.887 1.332 0.000
C 2.122 3.091 1.107 0.000
N 1.687 3.343 -0.217 0.000
C 2.661 3.872 -1.081 0.000
C 1.942 4.442 -2.343 0.000
O 0.657 5.060 -2.181 0.000
C 0.487 6.141 -3.101 0.000
H 5.203 0.285 0.991 0.000
H 5.280 1.208 2.482 0.000
H 6.126 1.648 0.914 0.000
H 3.025 1.853 2.421 0.000
H 2.526 0.980 0.950 0.000
H 2.594 3.994 1.493 0.000
H 1.294 2.815 1.760 0.000
H 0.798 3.780 -0.413 0.000
H 3.388 3.112 -1.369 0.000
H 3.245 4.646 -0.583 0.000
H 1.853 3.595 -3.023 0.000
H 2.705 5.035 -2.846 0.000
H -0.394 6.772 -2.983 0.000
H 0.382 5.801 -4.132 0.000
H 1.374 6.761 -3.226 0.000
C -7.264 -1.570 3.187 0.003
O -6.593 -0.255 2.875 0.022
C -6.984 0.220 1.639 0.039
C -6.161 -0.349 0.418 0.072
N -4.944 0.461 0.039 0.603
C -4.534 0.260 -1.416 0.061
C -3.845 -1.117 -1.517 0.046
O -3.135 -1.391 -2.749 0.077
C -1.764 -1.008 -2.614 0.005
H -7.157 -1.761 4.255 0.000
H -7.011 -2.508 2.692 0.002
H -8.343 -1.456 3.082 0.000
H -6.954 1.309 1.601 0.001
H -7.969 -0.096 1.294 0.003
H -6.675 -0.291 -0.542 0.000
H -5.782 -1.329 0.708 0.029
H -4.148 0.204 0.605 0.017
H -3.845 1.044 -1.732 0.010
H -5.408 0.197 -2.064 0.000
H -4.553 -1.944 -1.475 0.005
H -3.202 -1.422 -0.692 -0.001
H -1.272 -1.697 -1.927 0.003
H -1.718 -0.040 -2.117 0.002
H -1.302 -1.042 -3.601 0.000
O 1.318 0.895 -1.542 0.000
H 1.623 1.608 -0.982 0.000
H 0.824 1.330 -2.237 0.000
```



Density functional theory data (ωB97M-V/def2-TZVPD) for a structure of composition C27H75FN13O10P4Ti at a distorted geometry.

Calculated values
multiplicity: 4
E_LUMO (spin up / spin down): 0.316 / 0.291 eV
gap between HOMO and LUMO (spin up / spin down): 4.18 / 8.35 eV
total energy: -4852.57939 a.u.
total charge: 0

Geometry as XYZ:
```
131
Properties=species:S:1:pos:R:3:lowdin_spin:R:1
Ti 0.478 -1.347 0.603 2.531
N -2.096 -2.079 -0.358 0.017
O -3.293 -2.006 -0.759 0.013
O -1.864 -1.806 0.762 0.030
O -1.230 -2.400 -1.148 0.036
C -4.662 0.334 1.081 0.000
C -5.064 -0.879 1.849 0.000
O -6.532 -0.855 1.896 0.000
C -6.879 -0.214 0.795 0.000
O -7.918 -0.328 0.114 0.000
O -5.958 0.708 0.528 0.000
F -4.654 -0.647 3.128 0.000
H -3.923 -0.013 0.359 0.000
H -4.230 1.151 1.658 0.000
H -4.550 -1.735 1.412 0.000
O -2.584 2.029 -5.783 0.000
P -3.342 2.419 -4.627 0.000
N -4.785 3.265 -5.001 0.000
C -5.789 2.457 -5.829 0.000
C -5.441 4.190 -3.985 0.000
N -2.362 3.574 -3.725 0.000
C -1.802 3.254 -2.376 0.001
C -1.930 4.871 -4.333 0.000
N -3.894 1.238 -3.541 0.000
C -3.025 0.035 -3.494 0.001
C -4.732 1.427 -2.386 0.000
H -5.160 1.882 -6.509 0.000
H -6.293 3.192 -6.456 0.000
H -6.568 1.917 -5.292 0.000
H -5.887 5.089 -4.412 0.000
H -4.706 4.675 -3.343 0.000
H -6.250 3.746 -3.405 0.000
H -0.728 3.073 -2.431 0.000
H -1.876 3.914 -1.513 0.000
H -2.135 2.290 -1.990 0.001
H -1.176 4.697 -5.101 0.000
H -2.913 5.260 -4.597 0.000
H -1.590 5.579 -3.577 0.000
H -2.568 -0.175 -4.461 0.000
H -2.229 0.242 -2.779 0.001
H -3.532 -0.863 -3.143 0.000
H -5.691 1.868 -2.658 0.000
H -4.262 2.204 -1.782 0.000
H -4.906 0.552 -1.759 0.000
O 0.050 0.807 1.443 0.081
P 0.132 1.755 2.579 0.012
N 1.755 2.159 3.149 0.001
C 2.340 1.171 3.950 0.003
C 2.658 2.674 2.189 0.001
N -0.751 1.475 3.970 0.002
C -2.183 1.075 3.888 0.001
C -0.469 2.177 5.183 0.001
N -0.546 3.275 2.140 0.001
C -1.376 3.376 0.952 0.001
C -0.402 4.476 2.933 0.000
H 1.577 0.628 4.508 0.000
H 3.000 1.733 4.610 0.000
H 2.997 0.550 3.341 0.001
H 2.419 3.729 2.057 0.000
H 2.484 2.199 1.223 0.001
H 3.687 2.733 2.543 0.000
H -2.719 1.587 3.088 0.000
H -2.171 0.022 3.607 0.001
H -2.792 1.240 4.777 0.000
H -1.131 3.042 5.202 0.000
H -0.828 1.684 6.086 0.000
H 0.481 2.597 5.514 0.000
H -0.737 3.095 0.115 0.001
H -2.234 2.705 0.939 0.000
H -1.594 4.437 0.826 0.000
H -0.888 5.320 2.444 0.000
H 0.643 4.778 3.011 0.000
H -0.989 4.333 3.840 0.000
O 2.489 -2.364 1.807 0.061
P 2.846 -3.349 2.877 0.009
N 3.407 -4.839 2.289 0.001
C 2.761 -5.321 1.072 0.006
C 4.741 -5.408 2.664 0.000
N 1.420 -3.679 3.872 0.001
C 1.234 -4.786 4.757 0.001
C 0.158 -2.894 3.668 0.041
N 4.029 -2.623 3.951 0.001
C 5.253 -2.035 3.235 0.001
C 4.353 -3.176 5.257 0.000
H 3.174 -4.744 0.245 0.001
H 1.684 -5.150 1.085 0.007
H 2.876 -6.403 1.010 0.000
H 5.465 -5.102 1.908 0.000
H 4.624 -6.492 2.658 0.000
H 5.106 -5.118 3.649 0.000
H 1.524 -4.592 5.790 0.000
H 0.200 -5.118 4.841 0.000
H 1.758 -5.661 4.371 0.000
H -0.295 -3.261 2.747 0.022
H -0.523 -3.254 4.439 0.003
H 0.374 -1.828 3.742 0.011
H 5.795 -1.284 3.809 0.000
H 6.066 -2.745 3.081 0.000
H 4.978 -1.447 2.360 0.000
H 4.602 -2.306 5.864 0.000
H 5.234 -3.814 5.189 0.000
H 3.568 -3.767 5.730 0.000
O 1.874 -1.104 -1.116 0.058
P 2.343 -0.845 -2.435 0.012
N 3.924 -1.447 -2.812 0.002
C 4.430 -2.054 -3.981 0.000
C 4.770 -1.823 -1.616 0.001
N 2.582 0.824 -2.887 0.002
C 3.159 1.210 -4.186 0.000
C 2.854 1.743 -1.787 0.003
N 1.427 -1.634 -3.688 0.001
C 1.236 -3.123 -3.659 0.001
C 0.173 -0.985 -3.954 0.002
H 4.168 -3.098 -4.155 0.000
H 5.517 -2.007 -4.042 0.000
H 4.082 -1.346 -4.733 0.000
H 4.714 -0.924 -1.003 0.000
H 5.799 -2.092 -1.855 0.000
H 4.296 -2.556 -0.963 0.001
H 2.945 0.617 -5.075 0.000
H 3.069 2.291 -4.290 0.000
H 4.225 0.995 -4.107 0.000
H 2.015 1.647 -1.098 0.003
H 3.790 1.723 -1.229 0.000
H 2.753 2.740 -2.217 0.000
H 2.241 -3.518 -3.805 0.000
H 0.651 -3.367 -2.772 0.001
H 0.509 -3.465 -4.396 0.000
H 0.311 0.087 -4.093 0.000
H -0.314 -1.033 -2.981 0.003
H -0.321 -1.515 -4.769 0.000
```



- The lowest multiplicity belongs to which entry?
  C27H74N10O12



- Which value of total energy does entry 2 give?
  -4852.57939 a.u.



- Among the records above, which one has the highest total energy?
  C27H74N10O12



- The lowest total charge belongs to which entry?
  C27H75FN13O10P4Ti